# 1
2 unconnected molecules or ions with the total composition C11H14NO4P at a distorted geometry. Source: OMol25; level of theory: wB97M-V/def2-TZVPD.

Calculated values
Charge: -2
HOMO, eV: 1.44
E_tot, eV: -30595.7077
Max |F|, eV/Å: 4.56

Atoms and positions in Å:
C (-0.525, -3.713, -1.055)
C (-0.240, -2.719, -1.691)
C (0.252, -1.391, -2.405)
N (1.054, -0.655, -1.422)
C (2.385, -1.169, -1.198)
C (3.291, -0.538, -0.246)
C (2.828, 0.677, 0.523)
C (1.408, 1.159, 0.235)
C (0.525, 0.483, -0.735)
C (-0.893, 1.115, -0.938)
C (-2.114, 0.123, -0.746)
C (-2.032, -0.791, 0.556)
H (-0.505, -4.461, -0.224)
H (-0.602, -0.799, -2.825)
H (0.943, -1.672, -3.255)
H (2.752, -2.080, -1.750)
H (4.327, -0.959, -0.108)
H (3.508, 1.189, 1.245)
H (1.064, 2.081, 0.791)
H (-1.005, 1.955, -0.182)
H (-0.937, 1.564, -1.978)
H (-2.315, -0.557, -1.627)
H (-3.047, 0.768, -0.640)
H (-1.119, -0.625, 1.189)
H (-2.160, -1.873, 0.232)
H (-2.952, -0.574, 1.188)
O (-1.207, 3.263, 4.763)
P (-0.783, 2.674, 3.407)
O (-2.032, 2.164, 2.652)
O (0.199, 1.497, 3.618)
O (-0.088, 3.757, 2.550)

=====

# 2
A single C11H14O2P2 molecule at a distorted geometry. Source: OMol25; level of theory: wB97M-V/def2-TZVPD.

Calculated values
HOMO, eV: -7.20
E_tot, eV: -34303.2253
Max |F|, eV/Å: 4.39

Atoms and positions in Å:
C (4.167, -1.340, 0.122)
C (3.800, -0.278, 0.914)
C (3.210, -2.197, -0.458)
C (2.440, 0.116, 0.987)
C (1.871, -1.910, -0.307)
C (1.508, -0.643, 0.269)
C (-2.121, 1.565, 0.889)
C (-1.866, 1.701, -0.631)
C (-0.950, 0.936, 1.613)
C (-1.165, 0.459, -1.178)
C (-2.836, -2.085, -1.348)
O (-3.350, -1.595, 1.318)
O (-0.909, -1.478, 0.571)
P (-2.436, -1.938, 0.252)
P (-0.216, -0.044, 0.213)
H (5.151, -1.473, 0.099)
H (4.350, 0.358, 1.575)
H (3.697, -3.015, -0.841)
H (2.188, 1.000, 1.539)
H (1.174, -2.576, -0.687)
H (-2.411, 2.616, 1.420)
H (-2.929, 0.823, 0.935)
H (-2.670, 1.956, -1.262)
H (-1.135, 2.658, -0.889)
H (-0.150, 1.567, 1.954)
H (-1.117, 0.266, 2.351)
H (-0.733, 0.752, -2.162)
H (-2.001, -1.987, -2.022)
H (-3.664, -2.646, -1.471)

=====

# 3
A molecular structure, C11H15BBrF4NO3Ti. Source: OMol25; level of theory: wB97M-V/def2-TZVPD.

Calculated values
HOMO, eV: -8.93
E_tot, eV: -123993.5933
Max |F|, eV/Å: 0.52

Atoms and positions in Å:
Ti (0.536, 0.347, 0.899)
C (3.729, 1.606, -0.110)
C (3.019, 0.469, -0.803)
O (2.428, -0.421, 0.181)
C (2.525, -1.820, -0.230)
C (2.079, -2.757, 0.858)
H (3.971, 2.378, -0.840)
H (4.651, 1.269, 0.363)
H (3.101, 2.072, 0.649)
H (3.709, -0.125, -1.404)
H (2.223, 0.824, -1.465)
H (3.577, -1.980, -0.475)
H (1.922, -1.939, -1.133)
H (2.581, -2.538, 1.800)
H (2.351, -3.769, 0.552)
H (1.003, -2.734, 1.004)
C (0.224, -0.543, 2.447)
H (-0.292, -1.494, 2.561)
H (0.448, -0.007, 3.374)
Br (-4.072, 2.796, -2.533)
C (-3.986, 1.133, -1.649)
C (-5.159, 0.466, -1.323)
N (-5.174, -0.707, -0.701)
C (-4.005, -1.253, -0.386)
C (-2.781, -0.654, -0.668)
C (-2.768, 0.573, -1.317)
C (-1.527, -1.351, -0.259)
O (-1.492, -2.479, 0.160)
O (-0.422, -0.603, -0.412)
H (-6.118, 0.902, -1.577)
H (-4.023, -2.211, 0.119)
H (-1.836, 1.066, -1.551)
F (0.915, 2.284, 1.680)
B (-0.142, 2.811, 0.748)
F (-0.437, 4.089, 0.941)
F (0.406, 2.441, -0.498)
F (-1.165, 1.858, 0.997)

=====

# 4
A molecular structure, C11H15BIrN6O2 at a distorted geometry. Source: OMol25; level of theory: wB97M-V/def2-TZVPD.

Calculated values
Charge: +4
HOMO (alpha / beta), eV: -22.97 / -23.68
E_tot, eV: -28147.8901
Max |F|, eV/Å: 4.33
Multiplicity: 6

Atoms and positions in Å:
C (-0.285, 2.902, -0.713)
N (-0.189, 1.675, -1.284)
N (0.133, 1.886, -2.617)
C (0.016, 3.200, -2.905)
C (-0.220, 3.883, -1.715)
B (0.341, 0.692, -3.571)
N (1.371, -0.244, -2.880)
N (1.232, -0.584, -1.545)
C (2.301, -1.343, -1.194)
C (3.060, -1.586, -2.340)
C (2.430, -0.903, -3.383)
Ir (-0.358, -0.197, -0.491)
N (-0.974, -0.072, -3.446)
N (-1.433, -0.482, -2.192)
C (-2.580, -1.184, -2.424)
C (-2.835, -1.210, -3.793)
C (-1.807, -0.509, -4.406)
H (-3.087, -1.645, -1.584)
H (-1.566, -0.297, -5.443)
H (-3.655, -1.704, -4.300)
H (0.643, 0.995, -4.693)
H (2.623, -0.847, -4.449)
H (0.109, 3.536, -3.927)
H (3.952, -2.183, -2.399)
H (-0.324, 4.944, -1.590)
H (2.444, -1.604, -0.153)
H (-0.404, 3.006, 0.351)
H (-0.814, -2.035, 0.004)
C (-0.231, -1.936, 0.952)
H (0.494, -2.758, 0.900)
H (0.359, -0.995, 1.091)
H (-0.914, -2.019, 1.804)
O (-3.183, 1.255, 2.176)
C (-2.267, 0.627, 1.676)
O (-1.806, 0.837, 0.454)
H (-1.748, -0.197, 2.233)

=====

# 5
A molecular structure, C11H15BiO8P at a distorted geometry. Source: OMol25; level of theory: wB97M-V/def2-TZVPD.

Calculated values
Charge: +3
HOMO, eV: -19.39
E_tot, eV: -43122.0021
Max |F|, eV/Å: 9.11

Atoms and positions in Å:
O (2.317, -2.972, 3.270)
C (2.553, -2.335, 2.324)
Bi (2.836, -1.043, 0.441)
O (6.056, -1.658, -0.682)
C (5.027, -1.537, -0.205)
C (2.951, 0.752, -1.901)
O (3.041, 1.403, -2.822)
C (3.484, 1.185, 1.606)
O (3.893, 2.211, 1.871)
C (1.763, -2.598, -1.323)
O (1.446, -3.197, -2.246)
C (-2.328, -2.078, 1.933)
C (-1.205, -1.952, 0.950)
O (-0.104, -1.081, 1.390)
P (0.168, 0.625, 1.186)
O (-1.357, 0.971, 1.087)
C (-1.886, 2.280, 0.885)
C (-3.106, 2.111, 0.057)
O (0.558, 1.454, -0.553)
C (-0.114, 1.640, -1.799)
C (-0.389, 0.328, -2.457)
H (-2.015, -2.474, 2.896)
H (-3.117, -2.733, 1.559)
H (-2.764, -1.101, 2.084)
H (-0.798, -2.948, 0.743)
H (-1.510, -1.538, -0.010)
H (-2.080, 2.697, 1.866)
H (-1.165, 2.930, 0.418)
H (-2.867, 1.568, -0.859)
H (-3.839, 1.541, 0.622)
H (-3.548, 3.062, -0.218)
H (-1.026, 2.262, -1.778)
H (0.509, 2.250, -2.457)
H (-1.062, -0.258, -1.829)
H (-0.860, 0.460, -3.438)
H (0.537, -0.223, -2.610)

=====

# 6
6 unconnected molecules or ions with the total composition C11H15ClF3N2O13 at a distorted geometry. Source: OMol25; level of theory: wB97M-V/def2-TZVPD.

Calculated values
HOMO (alpha / beta), eV: -11.50 / -11.49
E_tot, eV: -61913.9622
Max |F|, eV/Å: 5.86
Multiplicity: 2

Atoms and positions in Å:
Cl (-0.627, 0.798, -0.250)
C (1.328, -1.494, -2.186)
N (1.342, -1.473, -3.663)
O (0.450, -0.819, -4.258)
O (2.168, -2.186, -4.239)
H (0.280, -1.383, -1.906)
H (1.854, -0.549, -2.055)
H (1.914, -2.253, -1.668)
C (-2.335, -1.101, -3.104)
N (-3.130, -1.904, -2.074)
O (-3.128, -3.140, -2.167)
O (-3.931, -1.298, -1.345)
H (-2.997, -0.554, -3.775)
H (-1.760, -1.777, -3.737)
H (-1.608, -0.496, -2.562)
C (-0.039, 3.970, 2.334)
C (-1.243, 4.237, 1.494)
O (-0.797, 5.331, 0.682)
C (0.220, 5.985, 1.230)
O (0.696, 7.058, 0.954)
O (0.671, 5.149, 2.173)
F (-2.383, 4.589, 2.166)
H (0.540, 3.154, 1.901)
H (-0.214, 3.668, 3.367)
H (-1.462, 3.410, 0.818)
C (-0.822, -3.004, 0.533)
C (-1.799, -2.985, 1.680)
O (-2.043, -4.409, 1.853)
C (-1.687, -5.098, 0.759)
O (-1.835, -6.292, 0.548)
O (-1.186, -4.163, -0.175)
F (-2.960, -2.529, 1.178)
H (0.217, -3.142, 0.831)
H (-0.923, -2.090, -0.053)
H (-1.464, -2.455, 2.572)
C (2.823, 0.140, 0.650)
C (2.432, 0.604, 2.039)
O (2.549, 1.973, 1.879)
C (3.383, 2.227, 0.854)
O (3.772, 3.382, 0.666)
O (3.715, 1.133, 0.154)
F (3.292, 0.151, 3.002)
H (2.031, 0.089, -0.098)
H (3.301, -0.838, 0.707)
H (1.394, 0.387, 2.290)

=====

# 7
A gas-phase ion, C11H15F5N5OS (charge +1) at a distorted geometry. Source: OMol25; level of theory: wB97M-V/def2-TZVPD.

Calculated values
Charge: +1
HOMO, eV: -12.29
E_tot, eV: -45562.1183
Max |F|, eV/Å: 2.42

Atoms and positions in Å:
N (-4.540, -1.231, 2.587)
C (-3.549, -1.271, 1.974)
O (-2.493, -1.293, 1.220)
C (-1.304, -1.405, 1.979)
S (-1.207, 0.094, 3.091)
C (0.479, 0.055, 2.980)
N (0.949, -0.687, 2.023)
C (2.391, -0.821, 1.861)
F (2.947, -0.605, 3.052)
F (2.839, 0.105, 1.021)
C (2.811, -2.247, 1.377)
F (2.021, -3.144, 1.986)
F (2.681, -2.347, 0.060)
F (4.073, -2.462, 1.734)
C (-0.051, -1.281, 1.113)
C (-0.143, -0.391, -0.125)
C (-0.944, -1.011, -1.251)
C (-1.285, -0.032, -2.372)
C (-0.146, 0.852, -2.882)
N (-0.652, 2.232, -3.032)
C (-0.516, 2.945, -1.812)
N (-1.494, 2.985, -1.010)
N (0.717, 3.573, -1.551)
H (-1.272, -2.327, 2.539)
H (1.055, 0.616, 3.689)
H (0.232, -2.284, 0.831)
H (-0.542, 0.576, 0.163)
H (0.868, -0.251, -0.474)
H (-1.879, -1.397, -0.879)
H (-0.420, -1.872, -1.648)
H (-1.620, -0.621, -3.209)
H (-2.104, 0.593, -2.052)
H (0.159, 0.514, -3.860)
H (0.740, 0.843, -2.248)
H (-0.066, 2.710, -3.707)
H (-1.238, 3.558, -0.210)
H (1.113, 3.291, -0.671)
H (1.391, 3.438, -2.286)

=====

# 8
A molecular structure, C11H15FeN2O3 at a distorted geometry. Source: OMol25; level of theory: wB97M-V/def2-TZVPD.

Calculated values
Charge: +1
HOMO (alpha / beta), eV: -9.89 / -11.74
E_tot, eV: -55145.9972
Max |F|, eV/Å: 6.07
Multiplicity: 5

Atoms and positions in Å:
O (1.255, -2.771, 1.152)
C (1.447, -1.712, 0.700)
Fe (1.380, -0.120, -0.080)
C (2.366, 0.484, 1.220)
O (3.251, 0.972, 1.798)
C (2.784, -0.383, -1.110)
O (3.811, -0.349, -1.644)
C (-2.818, 0.008, 1.652)
C (-1.952, -0.571, 0.415)
C (-0.815, 0.139, -0.243)
C (-0.240, 1.243, 0.443)
C (-0.945, 1.663, 1.671)
C (-2.228, 1.299, 2.022)
H (-3.932, 0.024, 1.548)
H (-1.481, -1.395, 0.872)
H (-2.584, -0.948, -0.373)
H (-0.684, 0.008, -1.336)
H (0.373, 2.096, -0.026)
H (-0.484, 2.451, 2.281)
H (-2.824, 2.000, 2.675)
C (-1.371, -1.649, 3.488)
N (-2.691, -1.247, 2.942)
C (-3.542, -0.817, 4.081)
N (-3.287, -2.511, 2.538)
H (-0.875, -0.788, 3.940)
H (-1.521, -2.455, 4.230)
H (-0.719, -2.050, 2.707)
H (-3.022, -0.060, 4.665)
H (-4.467, -0.382, 3.699)
H (-3.807, -1.683, 4.708)
H (-4.151, -2.339, 2.035)
H (-2.681, -2.998, 1.887)

=====

Among the records above, which one has the highest max |F|?
C11H15BiO8P

=====

max |F| of number 8 (C11H15FeN2O3)?
6.07 eV/Å

=====

Which value of E_tot does entry 1 give?
-30595.7077 eV